A structure of composition C16H15F3N3O4PdSSeTe, computed with ωB97M-V/def2-TZVPD.

XYZ file:
```
45
Properties=species:S:1:pos:R:3
Te -1.4563 1.0620 -2.9532
Pd -0.6014 -0.4704 -0.9844
Se -1.0277 -2.9082 -0.0563
S -0.3281 1.4070 0.5055
F 5.4808 -2.7657 0.0907
F 4.4713 -4.3995 -0.8972
F 5.8061 -3.1216 -2.0105
O 0.5272 -2.5172 0.4223
O -1.9459 -1.6317 0.5003
O -1.0069 -2.6879 -1.7105
O -1.4981 -4.3641 0.4487
N 0.4843 1.2210 3.0839
N 1.5934 -0.5531 -2.0651
N 0.6615 -0.6601 2.0223
C 2.5158 -0.1654 -1.1829
C 0.2392 2.6132 3.3690
C 3.7057 -2.2096 -1.3925
C 4.8554 -3.1217 -1.0455
C 2.7587 -2.6255 -2.3187
C -3.6815 1.3550 -0.8750
C -3.0555 1.9831 -1.9462
C 1.0975 -0.8757 3.3007
C 1.7180 -1.7612 -2.6193
C -3.4920 3.2446 -2.3402
C -4.7253 1.9826 -0.2125
C -4.5493 3.8619 -1.6883
C 3.5928 -0.9536 -0.8134
C 0.9964 0.2940 3.9711
C -5.1688 3.2339 -0.6172
C 0.2833 0.6197 1.8874
H -0.4015 3.0157 2.5865
H 0.6078 -1.3969 1.2512
H 1.1730 3.1767 3.3888
H -0.2652 2.7023 4.3302
H 2.7958 -3.6074 -2.7650
H -4.8789 4.8419 -2.0109
H 1.4291 -1.8425 3.6233
H 2.3571 0.8128 -0.7336
H -2.9962 3.7539 -3.1552
H -5.9853 3.7190 -0.0963
H 1.2199 0.5504 4.9881
H -3.3370 0.3747 -0.5389
H 0.9223 -2.0672 -3.2913
H -5.1930 1.4843 0.6274
H 4.3014 -0.6035 -0.0773
```

Values from the calculation:
electronic energy = -4579.06475 a.u.
LUMO level (alpha / beta) = 1.683 / 1.679 eV
HOMO-LUMO gap (alpha / beta) = 5.983 / 5.974 eV
2S+1 = 1
net charge = -1
molar mass = 715.354 g/mol
F_max = 1.69 eV Å⁻¹

=====

An isolated molecule of C7H12OS2, computed with ωB97M-V/def2-TZVPD.

XYZ file:
```
22
Properties=species:S:1:pos:R:3
S 1.8937 -1.7596 0.4792
S 1.2639 1.6768 -0.2444
O 1.7677 2.1018 1.1040
C -0.0241 0.5649 0.0599
C -0.7210 -0.1656 -0.9860
C -1.9002 -0.8249 -0.1596
C -2.2317 0.1970 0.8703
C -0.8344 0.6095 1.3363
C 3.0794 -0.6198 -0.1981
C 2.4509 0.4098 -1.1479
H -1.4079 -1.7237 0.3422
H -0.5888 -0.1498 2.0750
H -2.8342 0.9926 0.5007
H -0.8060 0.5788 -1.8659
H 3.2856 0.8627 -1.7760
H -2.7637 -0.9919 -0.9268
H 1.7955 -0.0127 -1.8740
H 3.7948 -1.1751 -0.7805
H -0.1502 -1.0733 -1.3750
H 3.5910 -0.1712 0.5705
H -0.9063 1.4903 1.8357
H -2.8303 -0.2778 1.7225
```

Values from the calculation:
electronic energy = -1145.37607 a.u.
LUMO level (alpha / beta) = -0.755 / -1.719 eV
HOMO-LUMO gap (alpha / beta) = 8.015 / 6.183 eV
2S+1 = 1
net charge = 0
molar mass = 176.306 g/mol
F_max = 3.19 eV Å⁻¹

=====

A cluster of 2 separate species, C4H9F3N4 in total, computed with ωB97M-V/def2-TZVPD.

XYZ file:
```
20
Properties=species:S:1:pos:R:3
F 3.8321 0.7754 -1.4327
F 4.1503 -0.8407 0.0034
F 3.9624 1.2230 0.7497
N -1.0740 2.3900 -0.4922
N 0.4276 2.2924 1.3235
N 0.0572 0.3968 -0.1985
N 0.9417 -1.6922 -0.0386
C 1.0734 -0.4379 0.0325
C 3.6941 0.3635 -0.2248
C -0.0130 -2.7923 -0.2359
C -0.2116 1.7648 0.3037
H 0.9157 1.8017 1.9938
H -1.1349 3.3978 -0.4214
H -1.3309 2.0121 -1.4129
H -0.7332 0.1428 -0.8290
H -0.2376 -2.8572 -1.3292
H -0.9933 -2.5455 0.3052
H 0.3088 -3.6948 0.2314
H 1.8199 -2.1608 -0.3270
H 0.4906 3.2872 1.5034
```

Values from the calculation:
electronic energy = -675.68111 a.u.
LUMO level (alpha / beta) = -9.878 / -9.575 eV
HOMO-LUMO gap (alpha / beta) = 7.626 / 8.089 eV
2S+1 = 1
net charge = +2
molar mass = 170.138 g/mol
F_max = 4.53 eV Å⁻¹

=====

A structure of composition C55H58AsInN4O4S, computed with ωB97M-V/def2-TZVPD.

XYZ file:
```
124
Properties=species:S:1:pos:R:3
In 1.0273 0.7706 0.2225
As 1.0038 0.5445 -3.5622
S 0.1984 2.8788 -0.9736
O 2.5453 2.2730 1.0854
O 8.3714 -0.2715 0.5096
O 7.9047 -1.7911 -1.0929
O 4.5254 3.2538 0.7841
N 3.3967 0.0547 -0.1440
N 0.0150 1.3810 2.4525
N -1.7461 1.0233 0.5033
N 0.3297 -1.1633 -0.1771
C 7.6272 -0.9101 -0.2526
C 2.0153 -3.5091 1.6818
C 5.1464 -1.5123 -0.5020
C -1.4453 -2.7664 -0.0594
C 4.3021 0.9669 0.1999
C -1.1778 -2.9518 2.6879
C 0.8259 -0.0469 -6.5123
C 3.7657 2.2936 0.7063
C 0.8967 1.6454 3.4065
C 1.0094 4.7213 -2.7175
C -2.6022 1.0532 -0.4966
C -1.6775 -0.6357 6.8072
C 0.1571 -0.1282 -7.7260
C -0.1472 -2.3764 1.9617
C 5.5208 -0.5096 -4.5550
C -1.2002 0.9223 2.8092
C -0.1820 -3.3194 -2.1725
C -1.8046 1.8441 7.0858
C -2.4290 -3.3459 0.7154
C -6.7933 0.3597 -0.0770
C 6.1098 -0.5645 -0.1668
C -0.3636 -2.0087 0.5668
C 4.5084 -1.4232 -4.8063
C 1.5633 3.0748 -4.8425
C -6.4255 1.6465 2.0142
C 5.6629 0.7003 0.1896
C 1.2436 -2.5220 2.5698
C -1.4968 0.6628 4.1462
C -0.5725 0.9119 5.1501
C -1.1669 0.7538 -5.4698
C 0.6463 1.4545 4.7540
C -6.1770 -0.8582 2.0058
C 3.8760 1.0889 -3.8279
C 2.8529 0.1751 -4.0653
C -1.5353 -2.9345 -1.5674
C -3.5500 0.5410 1.9652
C -5.9545 0.4303 1.2015
C -1.8408 0.6747 -6.6772
C 3.1878 -1.0899 -4.5468
C -4.4661 0.5964 0.9238
C 1.1441 2.4925 -3.6466
C -1.1796 0.2262 -7.8127
C -2.1984 0.7914 1.7345
C 0.8687 3.3327 -2.5453
C 1.7046 4.4402 -4.9883
C 5.1978 0.7525 -4.0774
C 0.1769 0.3955 -5.3650
C -0.9154 0.6825 6.6150
C 3.8114 -1.1602 -0.4865
C 0.3350 0.6452 7.5015
C -2.3794 -3.3426 2.1082
C -2.0376 -1.6483 -2.2237
C 1.4222 5.2677 -3.9132
C 2.0722 -1.2687 2.8285
C -3.9663 0.8676 -0.3440
H -2.7318 1.8800 6.5139
H -1.7941 -0.8491 7.8710
H 6.5587 -0.7925 -4.6684
H 4.7480 -2.4085 -5.1868
H 0.5164 -2.5034 -1.9847
H -1.6886 1.0982 -4.5818
H 3.0291 -1.8583 -0.7588
H 1.8703 -0.3283 -6.4619
H 1.4245 1.7012 5.4591
H 2.1124 -3.1004 0.6789
H -3.8889 0.3251 2.9682
H -3.2570 -3.8390 0.2102
H 6.3567 1.4781 0.4722
H -6.4933 -0.4880 -0.6929
H -1.3471 -0.8602 -1.9318
H -2.4669 0.2575 4.3929
H -2.0444 -1.7410 -3.3139
H 3.0627 -1.5451 3.1992
H 0.8177 1.6211 7.5430
H 5.4580 -2.5044 -0.7964
H 1.1019 -3.0146 3.5415
H 5.9838 1.4677 -3.8715
H 2.0276 4.8553 -5.9348
H -1.0102 -3.1579 3.7437
H -2.2515 -3.7414 -1.7760
H -4.6083 0.9458 -1.2077
H 0.7680 5.3565 -1.8758
H 3.6431 2.0664 -3.4211
H -3.0421 -1.4021 -1.8752
H -2.6734 -0.5904 6.3683
H 1.5189 6.3420 -4.0157
H 1.0530 -0.0865 7.1317
H 0.2010 -4.2329 -1.7135
H -1.1370 -1.4621 6.3466
H -0.2732 -3.4693 -3.2527
H -5.7362 -0.7844 2.9988
H -1.2903 2.7958 6.9506
H -7.2439 -1.0588 2.1205
H -6.2400 2.5643 1.4549
H 1.8451 2.0371 3.0592
H 3.0140 -3.6997 2.0821
H 1.7869 2.4353 -5.6893
H -2.0483 1.7247 8.1435
H 0.6837 -0.4683 -8.6099
H 2.3989 -1.8218 -4.7002
H -5.8838 1.7158 2.9571
H -3.1907 -3.7405 2.7069
H 2.2056 -0.6880 1.9223
H -2.8849 0.9570 -6.7419
H -5.7131 -1.7026 1.4959
H 1.4766 -4.4558 1.6093
H -7.8462 0.2386 0.1829
H -2.1675 1.2624 -1.4670
H -6.6967 1.2743 -0.6616
H 0.0530 0.3686 8.5184
H -1.7006 0.1581 -8.7600
H -7.4944 1.5788 2.2280
H 1.5919 -0.6428 3.5795
```

Values from the calculation:
electronic energy = -5474.84964 a.u.
LUMO level = 3.321 eV
HOMO-LUMO gap = 4.591 eV
2S+1 = 1
net charge = -2
molar mass = 1060.900 g/mol
F_max = 1.32 eV Å⁻¹

=====

An isolated molecule of C25H22N4O3S, computed with ωB97M-V/def2-TZVPD.

XYZ file:
```
55
Properties=species:S:1:pos:R:3
S -1.4153 3.0065 0.6802
O -0.3512 -0.7569 0.8330
O 0.5983 -0.9029 -1.1933
O 1.8532 2.9072 1.2238
N -2.6728 0.7346 1.1542
N 3.6708 4.1528 0.7532
N 5.6086 2.2971 -1.6244
N -3.4713 4.0554 -2.1820
C -3.5609 -0.2008 0.9066
C 1.0137 1.8506 1.0078
C -3.6873 -1.4778 1.6674
C -4.5062 -0.1275 -0.1234
C 4.8930 -2.6410 0.5920
C 1.3014 0.8429 0.1686
C 3.0117 2.9868 0.5121
C 4.3465 -1.7988 1.5454
C -3.5038 3.1321 -1.5023
C 3.4057 2.0398 -0.3693
C 0.4134 -0.3274 0.0014
C -4.5208 0.9904 -0.9273
C 4.6951 -2.3777 -0.7525
C -4.5715 -2.3427 0.7534
C 3.3976 -0.4335 -0.1926
C -3.5604 1.9833 -0.6883
C -1.5633 -1.7017 -1.9804
C -5.3625 -1.3544 -0.1260
C -0.2645 2.0452 1.7471
C -2.6478 1.7947 0.3647
C 4.6115 2.1834 -1.0624
C -0.1738 -2.0662 -1.4758
C 3.9503 -1.2790 -1.1429
C 2.5958 0.7830 -0.6112
C 3.6046 -0.6991 1.1548
H 2.3664 0.6938 -1.6813
H -0.2458 -2.6727 -0.5667
H 4.6186 4.2373 0.4306
H 5.4732 -3.4993 0.8969
H -5.2294 1.1123 -1.7338
H 3.1785 -0.0435 1.9021
H -2.7088 -1.9122 1.8651
H -5.5398 -1.7387 -1.1305
H 3.7975 -1.0740 -2.1926
H 3.3836 4.6915 1.5514
H -1.4896 -1.0572 -2.8532
H 0.3941 -2.6042 -2.2375
H -3.9375 -2.9638 0.1194
H -0.0946 2.6402 2.6423
H 4.4987 -1.9982 2.5961
H -5.2289 -2.9994 1.3200
H 5.1222 -3.0297 -1.5001
H -2.1141 -1.1785 -1.2026
H -0.7756 1.1083 1.9661
H -6.3339 -1.1231 0.3199
H -2.1030 -2.6049 -2.2508
H -4.1696 -1.2822 2.6280
```

Values from the calculation:
electronic energy = -1808.81108 a.u.
LUMO level = 0.140 eV
HOMO-LUMO gap = 8.631 eV
2S+1 = 1
net charge = 0
molar mass = 458.543 g/mol
F_max = 1.26 eV Å⁻¹

=====

A structure of composition C29H31IrN7O4PSe, computed with ωB97M-V/def2-TZVPD.

XYZ file:
```
74
Properties=species:S:1:pos:R:3
Ir 0.0220 -0.2600 -0.3853
Se -5.5889 -4.8071 2.0531
P 1.7338 -1.8982 -0.8192
O 0.1452 0.7312 -2.2086
O 3.1067 -1.8774 -0.0621
O 0.9346 -3.2000 -0.4601
O 2.1466 -2.0539 -2.3157
N -5.1949 -4.1413 0.4014
N 0.1501 1.5323 0.6400
N -0.6163 -1.1849 1.2898
N 0.2128 3.0121 -2.2294
N -4.1682 -4.0273 2.9009
N 1.3918 1.7682 -3.7658
N -1.6524 -1.2507 -1.1350
C -1.7211 -2.5264 3.4568
C -0.0589 -1.0998 2.4939
C -1.9269 4.4589 1.4577
C 1.4546 1.9323 0.9793
C 3.3777 -1.5787 -2.9343
C -1.7451 -1.9284 1.1272
C -3.1687 -2.0538 -2.7805
C 4.0412 2.7157 1.6525
C -4.1003 -3.4395 0.5818
C 3.0027 2.8926 2.5606
C -3.1873 3.8667 1.5275
C -2.2379 1.7275 0.9779
C 1.7173 2.5005 2.2359
C -3.5365 -3.3772 1.9530
C -3.4392 -2.7296 -0.4866
C 1.4769 -4.5436 -0.7084
C -2.3038 -1.9732 -0.1834
C 0.5767 1.8327 -2.7100
C 0.5823 4.2978 -2.8208
C 3.2545 -1.6229 1.3607
C -3.8666 -2.7600 -1.8253
C 2.5170 1.7110 0.0871
C -2.3326 -2.6161 2.1967
C -0.9453 2.3015 0.9498
C -3.3353 2.5011 1.2745
C -2.0617 -1.2932 -2.4024
C 3.7969 2.1122 0.4219
C -0.8160 3.6989 1.1652
C -0.5851 -1.7635 3.6035
H -2.1599 -3.0544 4.2944
H -0.0919 -1.6685 4.5601
H 2.4925 -2.1653 1.9182
H 2.3293 1.2766 -0.8871
H 0.9477 -5.2056 -0.0328
H 4.6086 1.9673 -0.2788
H 1.5532 0.8676 -4.1842
H 4.2174 -1.7542 -2.2687
H 0.1395 4.4226 -3.8096
H -1.5018 -0.6999 -3.1099
H -4.3174 2.0498 1.3151
H 4.2359 -1.9967 1.6315
H 0.9192 2.5908 2.9617
H 3.1962 -0.5521 1.5442
H 1.6662 4.3951 -2.8815
H 1.6260 2.5844 -4.3080
H -4.0550 4.4704 1.7582
H 0.2107 5.0892 -2.1776
H -2.3639 0.6699 0.7912
H -4.7407 -3.3450 -2.0839
H 3.4910 -2.1507 -3.8482
H 2.5437 -4.5621 -0.4978
H 3.2798 -0.5185 -3.1589
H -1.8187 5.5222 1.6249
H -3.4667 -2.0731 -3.8190
H -0.4900 2.9944 -1.5077
H 5.0410 3.0435 1.9043
H 1.2825 -4.8088 -1.7430
H 3.1987 3.3308 3.5301
H 0.1514 4.1724 1.0699
H 0.8233 -0.4785 2.5771
```

Values from the calculation:
electronic energy = -4654.13877 a.u.
LUMO level (alpha / beta) = -8.548 / -10.879 eV
HOMO-LUMO gap (alpha / beta) = 4.961 / 5.892 eV
2S+1 = 6
net charge = +3
molar mass = 843.763 g/mol
F_max = 0.69 eV Å⁻¹

=====

An isolated molecule of C4H6FNS, computed with ωB97M-V/def2-TZVPD.

XYZ file:
```
13
Properties=species:S:1:pos:R:3
S -1.4410 1.0409 -0.3304
F 4.0183 -0.2375 -0.1738
N 0.9017 0.0049 0.7405
C 1.7127 -0.1761 -0.1324
C -2.3433 -0.5934 -0.3281
C 2.8210 -0.5523 -0.7836
C -0.1774 1.0216 0.9907
H -2.9811 -0.5206 0.5613
H -0.7830 0.8046 1.8130
H -3.0668 -0.4870 -1.0764
H 0.0252 2.0990 1.0036
H -1.6417 -1.4678 -0.4691
H 2.9553 -0.9364 -1.8153
```

Values from the calculation:
electronic energy = -708.70783 a.u.
LUMO level = 0.524 eV
HOMO-LUMO gap = 8.961 eV
2S+1 = 1
net charge = 0
molar mass = 119.164 g/mol
F_max = 2.55 eV Å⁻¹